{"formula": "C20H50NO2P2PtSi4", "method": "ωB97M-V/def2-TZVPD", "fmax_ev_per_a": 1.39, "homo_ev": [-7.16, -10.27], "s_squared": 2.0097, "multiplicity": 3, "charge": 1, "de_lowest_kcal_mol": 0.00, "e_tot_ev": -80468.71303, "elements": ["Pt", "P", "C", "C", "N", "C", "C", "C", "C", "C", "P", "H", "H", "H", "H", "H", "H", "H", "H", "O", "H", "H", "O", "H", "C", "H", "H", "H", "C", "H", "H", "H", "C", "H", "H", "H", "C", "H", "H", "H", "C", "Si", "C", "C", "Si", "Si", "C", "C", "C", "Si", "C", "C", "C", "H", "H", "H", "H", "H", "H", "H", "H", "H", "H", "H", "H", "H", "H", "H", "H", "H", "H", "H", "H", "H", "H", "H", "H", "H", "H", "H"], "coordinates": [[0.049972, -0.552907, -0.965398], [2.229088, -1.218556, -1.041748], [2.532601, -1.401809, -2.848000], [1.285264, -1.860891, -3.542052], [0.108689, -1.532214, -2.990294], [-1.053150, -1.764201, -3.638803], [-1.056655, -2.505808, -4.822324], [0.152903, -2.922543, -5.366315], [1.343901, -2.575003, -4.740510], [-2.311375, -1.153104, -3.066932], [-1.854894, 0.226511, -1.955110], [2.327240, -2.840610, -5.110128], [-2.040431, -2.670879, -5.294047], [0.160771, -3.508030, -6.278753], [-2.976737, -0.768550, -3.850792], [-2.870874, -1.899959, -2.488586], [2.817213, -0.399270, -3.208519], [3.364507, -2.101115, -2.994932], [1.655248, 3.758846, -3.428965], [1.967010, 2.949461, -3.891522], [2.655457, 3.208951, -4.507406], [-0.706645, 4.483511, -1.475828], [-0.330387, 4.914709, -2.275745], [-0.819832, 5.750454, -2.359154], [-1.398191, 1.570642, -3.109737], [-2.228826, 1.771666, -3.803763], [-1.156305, 2.505015, -2.577024], [-0.490809, 1.291048, -3.674695], [-3.397414, 0.614980, -1.145428], [-3.308765, 1.540525, -0.568135], [-4.225055, 0.739604, -1.863262], [-3.672633, -0.201615, -0.466537], [2.363908, -2.953109, -0.460250], [3.273150, -3.420370, -0.871722], [2.369227, -3.043009, 0.631746], [1.491903, -3.512297, -0.840164], [3.575669, -0.084173, -0.662961], [3.479470, 0.407761, 0.306331], [4.546846, -0.593485, -0.708476], [3.560915, 0.693994, -1.438298], [-3.487400, 0.703317, 2.253392], [-2.173512, -0.651122, 2.403506], [-2.121301, -1.092835, 4.254526], [-2.679953, -2.151251, 1.396385], [-0.073472, -0.085016, 1.266310], [0.114250, 2.235518, 1.612135], [-0.172570, 2.703828, 3.404845], [1.823786, 2.774630, 1.097441], [-1.141571, 3.164661, 0.592584], [1.375659, -1.029721, 3.016484], [1.144737, -0.212102, 4.714547], [0.839987, -2.841819, 3.024345], [3.220821, -0.960598, 2.627775], [-4.321392, 0.401620, 2.897719], [-3.901784, 0.794877, 1.250309], [-3.127217, 1.684202, 2.572344], [-3.113999, -1.473055, 4.537512], [-1.399544, -1.874357, 4.509034], [-1.924272, -0.205120, 4.868315], [-2.735952, -1.943339, 0.318049], [-1.973351, -2.985980, 1.525697], [-3.676614, -2.472435, 1.741877], [0.638481, 2.374903, 4.055515], [-0.212577, 3.798627, 3.482635], [-1.106487, 2.301799, 3.805680], [2.041734, 2.537843, 0.047101], [1.923296, 3.865630, 1.212659], [2.606359, 2.317135, 1.715098], [-1.165200, 2.777796, -0.432668], [-2.158356, 3.093456, 0.990545], [-0.892827, 4.237296, 0.566697], [0.100091, -0.083349, 5.002403], [1.617338, -0.850784, 5.473572], [1.637711, 0.764431, 4.747695], [0.848899, -3.280739, 2.018749], [1.549662, -3.387131, 3.664770], [-0.168482, -2.991521, 3.424618], [3.569022, 0.053391, 2.390582], [3.765877, -1.304895, 3.518777], [3.498127, -1.651985, 1.824702]], "atomic_forces_ev_per_a": [[-0.284, 0.060, 1.355], [-0.550, 0.441, -0.882], [0.134, -0.196, 0.482], [-0.262, -0.438, -0.571], [-0.420, -0.227, -0.605], [0.589, -0.310, -0.563], [-0.627, 0.569, 0.196], [-0.007, -0.133, -0.027], [-0.222, 0.212, 0.505], [0.050, -0.132, 0.063], [1.115, 0.371, -0.430], [-0.210, -0.067, -0.238], [0.798, -0.128, 0.080], [0.027, 0.080, 0.038], [0.154, -0.265, -0.008], [0.071, 0.118, -0.018], [-0.109, -0.363, -0.007], [-0.096, 0.168, -0.291], [0.314, -0.648, -0.559], [-0.430, 0.340, 0.614], [0.000, 0.272, 0.019], [0.393, 0.533, -0.731], [-0.534, -0.125, 0.686], [0.260, -0.398, 0.016], [-0.495, 0.304, -0.281], [0.251, 0.087, 0.025], [-0.139, -0.452, -0.181], [-0.446, -0.009, 0.300], [-0.965, 0.326, -0.083], [0.061, -0.173, -0.125], [0.297, 0.007, 0.123], [0.175, 0.202, -0.245], [0.670, -0.097, -0.052], [-0.202, 0.086, 0.234], [0.008, 0.105, -0.347], [0.235, 0.412, 0.083], [0.914, -0.131, 0.382], [-0.082, -0.179, -0.177], [-0.034, 0.155, 0.059], [-0.147, -0.235, 0.197], [0.170, 0.008, -0.175], [-0.093, -0.617, 0.679], [-0.150, 0.013, -0.255], [-0.260, -0.290, -0.019], [-0.102, 0.567, -0.260], [0.289, -0.454, 0.332], [0.084, 0.358, 0.091], [0.403, 0.445, -0.171], [-0.381, 0.357, -0.404], [-0.569, -0.364, 0.893], [0.100, -0.180, -0.207], [0.128, 0.003, 0.103], [-0.021, 0.066, -0.232], [0.169, 0.037, 0.115], [0.144, 0.048, 0.227], [-0.108, -0.091, 0.071], [0.120, 0.106, -0.095], [-0.118, 0.254, -0.007], [-0.082, -0.199, -0.120], [0.092, -0.013, 0.363], [-0.217, 0.264, 0.010], [0.217, -0.058, -0.091], [-0.080, 0.022, -0.081], [-0.081, -0.122, 0.035], [0.019, 0.025, -0.020], [-0.119, -0.002, 0.183], [0.024, -0.229, -0.024], [-0.124, 0.027, -0.044], [0.052, 0.036, 0.101], [0.100, -0.050, 0.015], [0.014, -0.206, 0.059], [0.236, 0.026, -0.110], [-0.005, 0.061, -0.131], [-0.008, -0.212, 0.012], [0.061, 0.105, 0.250], [-0.177, -0.050, -0.162], [0.270, 0.058, -0.051], [-0.015, -0.305, 0.081], [-0.240, 0.134, -0.030], [-0.002, 0.285, 0.037]], "lowdin_charge": [0.458, 0.671, -0.274, -0.321, -0.044, -0.311, -0.009, -0.032, -0.003, -0.265, 0.669, 0.120, 0.130, 0.117, 0.104, 0.102, 0.102, 0.100, 0.032, -0.077, 0.030, 0.001, -0.064, 0.057, -0.233, 0.057, 0.015, 0.048, -0.256, 0.036, 0.072, 0.026, -0.235, 0.058, 0.005, 0.057, -0.251, 0.004, 0.065, 0.055, -0.183, 0.426, -0.209, -0.232, 0.238, 0.305, -0.205, -0.217, -0.215, 0.433, -0.196, -0.216, -0.196, 0.049, -0.007, 0.019, 0.044, 0.011, 0.027, -0.009, 0.033, 0.046, 0.007, 0.043, 0.022, 0.024, 0.043, 0.021, -0.013, 0.027, 0.044, 0.001, 0.047, 0.022, 0.014, 0.048, 0.009, 0.022, 0.052, 0.011]}